Density functional theory data (ωB97M-V/def2-TZVPD) for C31H32Cl2N4O5Pb as an isolated structure.

XYZ file:
```
75
Properties=species:S:1:pos:R:3:forces:R:3:lowdin_charge:R:1
H 2.578 2.264 -3.642 -0.005 0.012 -0.001 0.143
H -0.795 0.916 -2.859 0.002 -0.010 -0.022 0.065
C 3.768 -4.667 2.061 0.002 0.007 -0.002 -0.080
H 2.541 0.379 0.068 -0.021 -0.003 0.041 0.075
C 3.652 0.170 -2.164 -0.005 0.019 -0.027 -0.081
C 3.036 -2.978 3.606 0.010 0.006 -0.039 -0.024
H 2.061 -0.626 3.956 0.144 0.090 -0.017 0.148
C 1.110 0.729 -3.573 -0.003 0.014 -0.020 -0.308
H -2.700 -3.113 3.031 0.009 -0.002 0.001 0.120
C -2.358 2.391 -1.912 0.007 -0.015 -0.001 -0.214
O 1.303 -0.199 2.158 0.084 0.099 -0.180 0.004
H -0.598 3.362 3.192 0.006 -0.004 -0.003 0.097
C -4.091 -2.100 1.750 0.007 -0.006 0.002 -0.035
C 2.791 1.359 -1.730 0.012 -0.074 0.040 -0.293
C 1.917 1.828 -2.889 0.050 0.055 -0.040 -0.087
C -3.320 0.581 -0.811 -0.005 0.004 -0.053 -0.191
H 2.084 -1.283 -2.018 -0.012 -0.026 0.085 0.096
N -2.247 1.278 -1.120 -0.085 0.159 0.039 0.052
H -5.255 -0.965 0.383 0.000 0.011 -0.005 0.111
H 4.220 -5.629 1.868 0.002 -0.003 -0.002 0.122
C 3.612 -4.214 3.361 -0.007 -0.011 -0.003 -0.641
C -1.904 -0.774 0.739 -0.066 -0.191 -0.158 -0.189
C 1.968 -0.901 2.894 -0.447 -0.227 0.132 -0.128
O 0.433 -2.958 -0.148 0.069 0.102 -0.047 0.092
H 2.696 -0.094 -4.754 0.006 0.008 0.007 0.143
Pb -0.166 0.200 -0.193 0.122 0.094 0.205 1.553
N -0.022 0.270 -2.713 -0.023 -0.026 -0.052 0.041
H -1.092 4.427 1.889 -0.007 0.005 -0.006 0.096
H 0.488 4.683 2.673 0.004 -0.001 -0.004 0.093
Cl 4.144 -5.191 4.671 -0.001 -0.004 0.002 0.755
H 3.075 -2.989 -3.079 0.051 0.102 -0.095 0.152
C -3.626 3.840 -3.405 0.009 0.001 0.000 -0.001
H 1.409 -1.248 -4.406 -0.006 -0.005 -0.012 0.136
C 0.983 -1.910 -0.215 -0.018 -0.181 0.215 -0.440
C 3.343 -3.871 1.007 -0.014 0.001 -0.001 -0.537
H 4.215 -0.215 -1.309 -0.010 -0.006 0.016 0.134
C -0.231 3.939 2.344 0.003 -0.002 0.001 0.031
C -1.340 4.354 -2.866 0.019 -0.013 0.023 -0.039
H -4.955 -2.613 2.147 -0.003 0.001 -0.001 0.121
C -2.828 -2.380 2.246 -0.030 0.004 0.008 -0.036
Cl 3.564 -4.456 -0.613 0.013 0.052 -0.030 0.756
O -0.393 2.074 0.912 -0.053 -0.128 0.056 -0.178
H 1.931 1.932 0.081 -0.020 0.052 0.022 0.037
H 0.688 1.144 -4.492 -0.008 -0.027 0.009 0.158
H -0.372 3.075 -1.449 -0.020 0.005 0.000 0.086
H -5.629 2.092 -2.780 -0.012 0.003 0.001 0.135
H -0.363 -0.632 -3.043 -0.024 -0.006 -0.022 0.113
C -3.157 -0.483 0.216 -0.008 0.048 0.026 -0.174
H 1.261 2.634 -2.568 0.011 -0.015 0.014 0.104
H 4.367 -2.259 -2.399 -0.039 -0.018 0.034 0.145
C -4.576 0.860 -1.405 0.009 -0.030 0.018 0.027
C -3.567 2.708 -2.562 0.009 0.015 0.011 -0.138
H 4.076 -2.044 -4.019 0.010 0.006 0.024 0.180
H 3.469 2.178 -1.477 0.011 -0.015 -0.014 0.164
C 0.398 3.012 1.344 -0.050 0.036 0.011 -0.623
C 2.594 -2.191 2.547 0.153 -0.004 -0.120 -0.096
O 1.558 3.165 0.959 0.074 0.117 0.037 0.029
C 2.782 -0.919 -2.763 0.037 -0.010 0.026 -0.292
C -2.530 4.641 -3.565 -0.018 -0.011 -0.004 -0.044
H 2.927 -2.629 4.625 -0.001 0.014 0.006 0.128
C -1.250 3.253 -2.056 -0.025 0.023 -0.028 -0.039
C 2.010 -0.442 -3.976 -0.062 -0.011 0.026 -0.085
N 2.021 1.049 -0.496 0.034 -0.117 -0.198 0.029
H -5.437 0.256 -1.167 -0.005 0.001 -0.007 0.113
H 4.375 0.520 -2.908 0.005 0.001 -0.008 0.145
C 2.758 -2.637 1.228 -0.040 0.014 -0.018 -0.256
C -4.685 1.883 -2.294 0.015 0.005 -0.015 0.038
H -0.500 5.032 -2.947 0.006 0.009 -0.007 0.119
O 2.381 -1.826 0.181 0.042 0.101 0.045 -0.117
N 3.632 -2.128 -3.101 -0.028 -0.138 0.060 0.242
H -2.581 5.514 -4.201 0.001 0.007 -0.001 0.118
H -0.735 -1.966 2.092 0.032 -0.005 0.013 0.094
H -4.558 4.071 -3.906 -0.005 0.003 -0.003 0.128
C -4.256 -1.163 0.742 0.016 -0.005 0.017 -0.003
C -1.722 -1.722 1.724 0.089 0.042 -0.007 -0.095
```
Positions in Å, forces in eV/Å.

Calculated values
- E_HOMO (Eh) = -0.5010
- DFT total energy (hartree) = -2908.45680
- LUMO energy (eV) = -5.90
- relative energy (zero: lowest compared OMol25 entry of this formula, charge and spin) (kJ/mol) = 228.54
- charge = +2
- orbital gap (eV) = 7.7
- F_max (eV/A) = 0.52